The following is a DFT calculation (ωB97M-V/def2-TZVPD) of a structure of composition C33H28I2N3O4V.

Geometry as XYZ:
```
71
Properties=species:S:1:pos:R:3
V -0.34 -0.06 -0.81
I -5.20 1.91 4.83
C -4.22 1.24 3.11
C -4.62 1.70 1.87
C -3.93 1.26 0.74
I -4.49 1.95 -1.15
C -2.83 0.38 0.82
O -2.16 -0.02 -0.24
C -2.46 -0.07 2.10
C -1.29 -1.01 2.20
N -0.02 -0.33 1.88
C 0.46 0.45 3.02
C 1.20 1.73 2.72
C 1.00 2.87 3.50
C 1.67 4.03 3.16
C 2.52 4.02 2.07
C 2.68 2.83 1.38
N 2.05 1.71 1.70
C -3.15 0.36 3.23
H -5.45 2.38 1.77
H -1.41 -1.81 1.48
H -1.27 -1.45 3.20
H 0.68 -1.01 1.58
H 1.10 -0.14 3.67
H -0.43 0.71 3.61
H 0.30 2.85 4.33
H 1.52 4.94 3.74
H 3.04 4.92 1.75
H 3.35 2.77 0.52
H -2.85 0.00 4.21
C -0.99 4.14 -0.33
C -0.95 4.60 -1.63
C -0.71 3.72 -2.66
C -0.51 2.36 -2.38
N -0.51 1.92 -1.11
C -0.76 2.79 -0.12
C -0.41 1.30 -3.39
C -0.37 1.53 -4.76
C -0.32 0.46 -5.64
C -0.31 -0.85 -5.13
C -0.35 -1.07 -3.76
C -0.41 -0.01 -2.84
H -1.21 4.79 0.51
H -1.11 5.66 -1.84
H -0.69 4.06 -3.69
H -0.78 2.38 0.88
H -0.37 2.54 -5.16
H -0.30 0.63 -6.71
H -0.27 -1.69 -5.81
H -0.34 -2.09 -3.39
C -0.19 -6.94 0.00
O 1.17 -6.57 0.04
C 1.41 -5.22 -0.12
C 2.75 -4.83 -0.14
C 3.04 -3.49 -0.31
C 2.05 -2.49 -0.48
C 2.38 -1.11 -0.69
C 3.77 -0.54 -0.66
O 1.42 -0.22 -0.91
C 0.68 -2.91 -0.43
O -0.36 -2.08 -0.52
C 0.40 -4.28 -0.26
H -0.22 -8.02 0.10
H -0.65 -6.65 -0.94
H -0.76 -6.49 0.82
H 3.53 -5.57 -0.02
H 4.09 -3.20 -0.31
H 4.54 -1.31 -0.70
H 3.92 0.06 0.24
H 3.90 0.12 -1.52
H -0.65 -4.56 -0.24
```

The charge is -1. Its HOMO energy (alpha / beta) is -0.074 / -0.068 Eh. For the lowest unoccupied orbital energy (alpha / beta), the calculation gives 0.0767 / 0.0767 hartree. The total energy comes out at -3279.02931 a.u. Its spin multiplicity is 2. For the gap between HOMO and LUMO (alpha / beta), the calculation gives 4.096 / 3.949 eV.

=====

The following is a DFT calculation (ωB97M-V/def2-TZVPD) of a structure of composition C33H28N5O2PPtS2.

Geometry as XYZ:
```
72
Properties=species:S:1:pos:R:3
Pt -0.17 0.21 -1.06
N 2.48 -0.32 0.59
P 2.43 -1.05 -0.98
C 4.24 -0.98 -1.25
C 4.87 -2.10 -1.82
C 6.22 -2.12 -2.08
C 7.00 -1.00 -1.80
C 6.39 0.14 -1.29
C 5.04 0.16 -1.03
C 1.81 0.36 -1.96
C 1.64 0.05 -3.34
C 1.80 0.99 -4.33
C 2.21 2.31 -4.00
C 2.38 2.70 -2.72
C 1.98 1.83 -1.57
C 1.39 -0.24 1.41
C 1.46 0.39 2.65
C 0.34 0.41 3.47
C -0.82 -0.22 3.01
C -0.81 -0.82 1.77
N 0.26 -0.82 0.95
H 3.37 -0.03 0.97
H 4.26 -2.97 -2.03
H 6.69 -3.01 -2.49
H 8.07 -1.01 -1.97
H 6.98 1.03 -1.09
H 4.59 1.06 -0.63
H 1.49 -0.99 -3.60
H 1.68 0.72 -5.37
H 2.45 2.99 -4.81
H 2.76 3.69 -2.48
H 2.68 1.97 -0.72
H 2.38 0.87 2.96
H 0.38 0.89 4.43
H -1.71 -0.24 3.62
H -1.68 -1.35 1.40
N -4.70 -2.71 5.68
C -4.37 -3.03 4.35
C -3.05 -3.25 3.99
C -2.73 -3.61 2.69
C -3.74 -3.75 1.75
C -5.06 -3.55 2.10
C -5.38 -3.19 3.40
S -3.28 -4.23 0.08
O -4.51 -4.39 -0.68
O -2.49 -5.43 0.21
N -2.35 -3.06 -0.48
C -2.85 -1.91 -0.82
S -4.63 -1.57 -0.65
C -4.32 0.04 -1.27
C -3.02 0.19 -1.55
N -2.21 -0.88 -1.30
H -3.94 -2.27 6.18
H -5.56 -2.19 5.76
H -2.27 -3.13 4.73
H -1.71 -3.78 2.39
H -5.81 -3.66 1.34
H -6.42 -3.03 3.69
H -5.13 0.74 -1.37
H -2.56 1.09 -1.96
C 0.55 2.09 -1.16
C 0.06 3.44 -1.04
C 0.35 4.21 0.10
C -0.08 5.52 0.22
C -0.81 6.11 -0.81
C -1.11 5.37 -1.94
C -0.70 4.06 -2.05
H 0.91 3.76 0.91
H 0.16 6.09 1.11
H -1.13 7.14 -0.72
H -1.68 5.83 -2.74
H -0.93 3.49 -2.94
```

The charge is -2. The energy above the lowest of the compared OMol25 structures with the same formula, charge and spin comes out at 0.0 kJ/mol. Its HOMO energy (alpha / beta) is 0.028 / -0.016 Eh. For the lowest unoccupied orbital energy (alpha / beta), the calculation gives 0.1543 / 0.1542 hartree. The total energy comes out at -2955.52332 a.u. Its spin multiplicity is 3. For the gap between HOMO and LUMO (alpha / beta), the calculation gives 3.429 / 4.629 eV.

=====

The following is a DFT calculation (ωB97M-V/def2-TZVPD) of a structure of composition C33H29BF2O4.

Geometry as XYZ:
```
69
Properties=species:S:1:pos:R:3
C -4.38 -2.33 2.28
C -2.92 -2.21 2.24
C -1.99 -2.30 3.24
C -0.71 -2.23 2.64
C -0.92 -2.29 1.24
B -0.75 1.91 -0.41
C -0.42 1.93 1.08
C -0.93 2.56 2.20
C -0.05 2.35 3.29
C 0.93 1.50 2.80
C 2.08 0.99 3.50
O 0.65 1.14 1.53
C -0.02 -2.45 0.17
C -0.15 -2.96 -1.12
C 1.15 -3.27 -1.58
C 2.01 -2.95 -0.55
C 3.40 -3.26 -0.29
O 1.33 -2.36 0.47
C -2.12 1.29 -0.66
C -2.72 0.43 -1.56
C -4.13 0.44 -1.30
C -4.30 1.23 -0.17
C -5.50 1.63 0.55
O -3.10 1.77 0.21
O -2.29 -2.14 1.03
H -4.71 -2.36 3.33
H -4.86 -1.48 1.79
H -4.71 -3.28 1.83
H -2.19 -2.47 4.30
H 0.23 -2.08 3.16
H -1.82 3.17 2.21
H -0.13 2.68 4.32
H 2.72 1.85 3.76
H 1.71 0.51 4.42
H 2.68 0.28 2.92
H -1.11 -3.06 -1.63
H 1.40 -3.67 -2.56
H 3.52 -4.33 -0.03
H 4.01 -3.06 -1.17
H 3.77 -2.64 0.53
H -2.22 -0.19 -2.31
H -4.91 -0.04 -1.87
H -6.28 1.86 -0.19
H -5.88 0.80 1.18
H -5.32 2.51 1.19
F 4.58 4.56 0.73
C 3.75 3.62 0.19
C 2.55 4.04 -0.37
C 1.66 3.08 -0.78
C 1.88 1.68 -0.63
C 0.73 0.80 -1.04
C 1.04 -0.02 -2.25
C 0.14 -0.03 -3.36
C 0.47 -0.55 -4.60
C 1.72 -1.13 -4.76
F 2.03 -1.75 -5.94
C 2.66 -1.10 -3.75
C 2.31 -0.55 -2.53
C 3.15 1.32 -0.15
C 4.10 2.28 0.24
H 2.29 5.09 -0.45
H 0.71 3.44 -1.21
H 0.05 1.58 -1.60
H -0.83 0.47 -3.27
H -0.23 -0.54 -5.43
H 3.65 -1.51 -3.90
H 3.07 -0.47 -1.76
H 3.42 0.27 -0.03
H 5.07 1.98 0.62
```

The charge is 0. The energy above the lowest of the compared OMol25 structures with the same formula, charge and spin comes out at 310.4 kJ/mol. Its HOMO energy is -0.253 Eh. For the lowest unoccupied orbital energy, the calculation gives -0.0374 hartree. The total energy comes out at -1800.21872 a.u. For the gap between HOMO and LUMO, the calculation gives 5.871 eV.

=====

The following is a DFT calculation (ωB97M-V/def2-TZVPD) of a structure of composition C33H29ClN3O4RuS.

Geometry as XYZ:
```
72
Properties=species:S:1:pos:R:3
Ru -0.54 0.20 -0.28
N -4.86 -5.14 7.30
C -4.32 -4.58 6.45
C -3.68 -3.90 5.40
C -4.40 -3.53 4.26
C -3.78 -2.87 3.24
C -2.42 -2.53 3.32
C -1.70 -2.91 4.46
C -2.32 -3.59 5.49
C -1.78 -1.77 2.25
C -1.16 -0.54 2.58
C -0.97 0.03 3.85
C -0.41 1.31 3.65
C -0.29 1.47 2.30
N -0.73 0.35 1.64
C -1.83 -2.25 0.92
C -2.43 -3.45 0.47
C -2.09 -3.58 -0.89
C -1.31 -2.50 -1.21
N -1.14 -1.70 -0.12
H -5.46 -3.76 4.21
H -4.34 -2.55 2.37
H -0.65 -2.70 4.51
H -1.76 -3.88 6.37
H -1.24 -0.40 4.79
H -0.14 2.03 4.40
H 0.05 2.34 1.76
H -3.02 -4.11 1.06
H -2.36 -4.39 -1.54
H -0.86 -2.25 -2.15
Cl -4.79 2.90 0.43
C -3.28 3.37 -0.37
C -2.37 2.15 -0.48
O -2.85 1.03 -0.67
O -1.13 2.36 -0.39
H -2.78 4.14 0.22
H -3.52 3.75 -1.36
O 1.77 -0.55 -0.39
S 2.23 -0.12 -1.74
C 2.09 1.69 -1.74
C 2.25 2.40 -2.91
C 2.22 3.78 -2.88
C 1.99 4.44 -1.68
C 1.79 3.72 -0.51
C 1.85 2.33 -0.54
C 4.04 0.00 -1.48
C 4.57 -0.30 -0.24
C 5.95 -0.23 -0.06
C 6.77 0.14 -1.11
C 6.22 0.43 -2.35
C 4.85 0.35 -2.54
H 2.41 1.88 -3.84
H 2.37 4.35 -3.79
H 1.98 5.52 -1.65
H 1.60 4.24 0.42
H 1.75 1.75 0.37
H 3.91 -0.58 0.57
H 6.38 -0.47 0.90
H 7.84 0.19 -0.97
H 6.86 0.71 -3.17
H 4.42 0.57 -3.50
C 0.15 -0.48 -4.52
C -0.72 0.19 -3.44
C -0.99 1.66 -3.81
O -0.13 0.10 -2.20
H -0.34 -0.41 -5.48
H 0.31 -1.53 -4.29
H 1.13 0.00 -4.58
H -1.69 -0.33 -3.40
H -0.06 2.21 -3.90
H -1.60 2.11 -3.03
H -1.54 1.72 -4.75
```

The charge is 0. The energy above the lowest of the compared OMol25 structures with the same formula, charge and spin comes out at 203.9 kJ/mol. Its HOMO energy (alpha / beta) is -0.300 / -0.298 Eh. For the lowest unoccupied orbital energy (alpha / beta), the calculation gives -0.0525 / -0.0527 hartree. The total energy comes out at -2693.34458 a.u. Its spin multiplicity is 2. For the gap between HOMO and LUMO (alpha / beta), the calculation gives 6.736 / 6.688 eV.

=====

The following is a DFT calculation (ωB97M-V/def2-TZVPD) of a structure of composition C33H29CuN8PS2.

Geometry as XYZ:
```
74
Properties=species:S:1:pos:R:3
Cu 0.50 -0.44 -0.27
N -2.87 -0.43 -1.75
C -4.10 -0.09 -2.33
C -4.91 -1.14 -2.05
N -4.27 -2.07 -1.23
C -3.05 -1.59 -1.10
C -2.10 -2.19 -0.15
N -0.90 -1.81 0.27
C -0.55 -2.62 1.34
C -1.64 -3.47 1.53
N -2.53 -3.18 0.59
H -2.09 0.27 -1.60
H -4.26 0.87 -2.82
H -5.94 -1.29 -2.30
H 0.41 -2.52 1.82
H -1.74 -4.28 2.21
H -3.40 -3.55 0.52
C 0.31 -5.97 -2.48
C 1.57 -5.92 -1.91
C 1.99 -4.70 -1.37
C 1.23 -3.54 -1.63
C 0.01 -3.58 -2.30
C -0.42 -4.82 -2.79
N 1.66 -2.25 -1.08
N 2.86 -2.13 -0.91
C 3.29 -0.78 -0.57
C 4.67 -0.68 -0.58
C 5.18 0.60 -0.37
C 4.33 1.61 -0.10
C 2.93 1.47 -0.06
C 2.35 0.19 -0.28
H -0.13 -6.90 -2.69
H 2.22 -6.79 -1.71
H 2.90 -4.56 -0.84
H -0.59 -2.70 -2.42
H -1.40 -4.86 -3.38
H 5.32 -1.51 -0.80
H 6.27 0.85 -0.31
H 4.68 2.60 0.18
H 2.36 2.34 0.16
N 0.04 1.88 -4.36
C -0.82 0.92 -4.86
C -0.64 -0.14 -4.08
N 0.32 0.12 -3.11
C 0.70 1.35 -3.31
H 0.29 2.78 -4.73
H -1.45 1.24 -5.65
H -1.10 -1.11 -4.16
H 1.45 1.87 -2.64
S -2.70 0.58 2.63
P -1.37 1.78 1.83
S -0.72 1.60 -0.13
C -1.67 3.56 2.19
C -0.94 4.63 1.65
C -1.09 5.92 2.09
C -2.01 6.19 3.08
C -2.80 5.16 3.66
C -2.68 3.86 3.16
C 0.13 1.52 2.80
C 0.51 0.14 2.97
C 1.69 -0.14 3.55
C 2.52 0.88 3.96
C 2.17 2.20 3.81
C 0.90 2.54 3.24
H -0.28 4.43 0.84
H -0.47 6.69 1.62
H -2.05 7.14 3.53
H -3.49 5.34 4.48
H -3.31 3.09 3.51
H -0.17 -0.60 2.60
H 2.07 -1.15 3.55
H 3.47 0.73 4.44
H 2.76 3.03 4.27
H 0.60 3.56 3.16
```

The charge is 0. The energy above the lowest of the compared OMol25 structures with the same formula, charge and spin comes out at 121.8 kJ/mol. Its HOMO energy (alpha / beta) is -0.282 / -0.282 Eh. For the lowest unoccupied orbital energy (alpha / beta), the calculation gives -0.0032 / -0.0211 hartree. The total energy comes out at -4491.18648 a.u. Its spin multiplicity is 2. For the gap between HOMO and LUMO (alpha / beta), the calculation gives 7.597 / 7.107 eV.

=====

The following is a DFT calculation (ωB97M-V/def2-TZVPD) of a structure of composition C33H29F6GeN6O6RuS3.

Geometry as XYZ:
```
85
Properties=species:S:1:pos:R:3
Ru 0.05 -0.65 -0.70
C 1.46 -5.97 -0.17
N 0.09 -5.52 -0.19
C -1.00 -6.34 -0.13
C -2.10 -5.56 -0.20
N -1.69 -4.24 -0.31
C -0.32 -4.24 -0.28
S 0.80 -2.96 -0.29
C -2.58 -3.17 -0.50
C -3.92 -3.46 -0.81
C -4.83 -2.44 -0.96
C -4.40 -1.13 -0.77
C -3.07 -0.92 -0.48
N -2.16 -1.91 -0.36
H 1.46 -7.04 -0.02
H 2.00 -5.47 0.63
H 1.95 -5.73 -1.11
H -0.94 -7.40 -0.03
H -3.12 -5.88 -0.15
H -4.25 -4.48 -0.94
H -5.85 -2.66 -1.21
H -5.08 -0.30 -0.86
H -2.68 0.08 -0.32
F 5.11 0.13 -2.42
C 3.97 0.69 -2.76
F 3.59 0.24 -3.94
F 4.12 2.01 -2.83
S 2.64 0.34 -1.48
O 1.60 1.32 -1.65
O 2.21 -1.02 -1.72
N 3.41 0.51 -0.12
S 2.55 1.04 1.08
O 1.14 0.69 0.94
O 3.10 0.79 2.36
C 2.50 2.92 0.89
F 1.27 3.30 0.51
F 3.35 3.34 -0.03
F 2.77 3.53 2.03
C -1.50 5.06 -1.16
N -1.25 3.71 -1.63
C -1.01 3.47 -2.94
C -0.85 2.22 -3.42
C -0.90 1.13 -2.48
O -0.77 -0.07 -2.78
N -1.14 1.43 -1.16
C -1.26 2.67 -0.75
O -1.46 2.96 0.48
H -1.88 5.67 -1.98
H -0.59 5.51 -0.77
H -2.25 5.03 -0.37
H -0.95 4.34 -3.58
H -0.65 2.00 -4.45
C -1.20 0.09 2.35
Ge -1.62 2.04 2.17
C -0.46 3.16 3.34
C -0.04 2.61 4.54
C 0.82 3.31 5.36
C 1.24 4.58 5.01
C 0.82 5.14 3.82
C -0.03 4.44 2.98
C -3.64 2.30 2.30
C -4.42 1.16 2.39
C -5.82 1.23 2.45
C -6.44 2.46 2.48
C -5.69 3.64 2.40
C -6.32 4.91 2.40
C -5.58 6.06 2.34
C -4.19 6.00 2.26
C -3.55 4.78 2.27
C -4.27 3.57 2.32
H -2.00 -0.47 2.81
H -0.31 0.02 2.98
H -0.94 -0.36 1.37
H -0.41 1.63 4.85
H 1.15 2.87 6.29
H 1.89 5.14 5.67
H 1.15 6.13 3.53
H -0.34 4.87 2.04
H -3.95 0.19 2.41
H -6.39 0.32 2.49
H -7.52 2.52 2.58
H -7.40 4.95 2.43
H -6.07 7.02 2.35
H -3.62 6.91 2.20
H -2.47 4.71 2.27
```

The charge is +2. Its HOMO energy (alpha / beta) is -0.455 / -0.455 Eh. For the lowest unoccupied orbital energy (alpha / beta), the calculation gives -0.3071 / -0.2955 hartree. The total energy comes out at -6019.89125 a.u. Its spin multiplicity is 2. For the gap between HOMO and LUMO (alpha / beta), the calculation gives 4.036 / 4.352 eV.

=====

Q: Which of these has the highest charge?
A: C33H29F6GeN6O6RuS3